Density functional theory data (ωB97M-V with the def2-TZVPD basis set) for a cluster of 2 separate species, C27H47Cl2N6O9P2S2 in total at a distorted geometry.

Calculated values
E_HOMO = -12.0 eV
Total charge = +1
DFT total energy = -121415.8791 eV
Kohn-Sham gap = 9.13 eV

Positions of all 95 atoms, in Å:
O -2.154 -0.937 -1.504
H -0.342 3.831 3.302
C 3.677 -2.685 1.510
O -1.500 1.312 -0.771
C 0.041 1.811 3.983
C -0.236 -2.759 0.419
C -2.604 2.776 -7.317
C 2.081 5.026 0.005
O -3.039 -5.995 -3.757
H -1.941 0.950 0.014
H 0.266 -3.361 -0.327
N 0.787 0.748 1.729
H -1.696 0.729 2.173
H 5.774 -2.505 1.384
H -2.448 -0.776 1.764
C 2.404 3.681 0.119
H -1.022 -0.842 0.459
N 3.041 1.228 1.125
C -3.223 -3.990 -1.427
H -2.404 0.371 4.549
Cl 3.169 2.630 -3.801
H -0.674 2.624 1.007
C 0.904 2.988 -2.507
C 0.102 3.298 0.698
H 0.424 3.025 -3.479
S -0.962 0.605 -3.601
Cl 3.979 0.326 -2.033
H -2.874 -3.429 -2.288
C 1.377 2.794 0.470
H 1.239 4.004 -2.313
H 1.455 -2.341 2.852
H -2.422 -2.433 0.452
O 1.749 -0.995 -3.483
C -3.830 -5.325 -3.209
H 0.508 6.465 0.155
C 1.772 -1.526 2.210
H -2.448 -5.228 0.048
H -2.062 1.983 -5.618
H -1.865 -3.699 1.476
S -0.206 -2.980 -3.002
H 0.203 -3.151 1.327
C 1.134 1.334 3.019
H 3.015 -2.667 -2.049
H 2.353 -0.358 -0.361
H -1.437 3.217 4.544
C -1.871 -0.279 2.550
C -1.710 -3.251 0.498
H 1.757 2.213 2.889
C 4.899 -1.956 1.065
H 3.716 1.270 0.371
P 1.090 -1.781 -2.269
H 2.471 -0.940 2.807
H 3.409 3.343 -0.060
C 1.623 1.279 0.659
H -4.592 0.524 4.162
H -2.973 -0.570 -1.871
H -4.580 -4.780 -3.790
N -0.221 4.592 0.593
C -0.870 2.952 3.661
O 3.658 -3.673 2.148
H 0.591 0.554 5.297
H -1.619 3.170 -7.582
H 0.157 2.737 -1.770
H -0.752 -2.085 2.778
N -4.117 0.172 3.338
H 1.755 0.689 3.642
H -3.996 1.003 2.768
H 4.898 -0.963 1.504
H -3.953 -3.418 -0.856
C 0.567 -0.700 1.701
H 3.224 0.371 1.629
H -3.362 3.488 -7.629
H -0.168 -0.801 3.724
C 1.656 0.416 -0.661
O 2.495 -2.090 1.103
H 2.826 5.756 -0.262
C 0.760 5.416 0.240
H -2.861 -1.286 4.171
H -1.597 2.672 2.902
P -1.027 0.170 -1.755
H 4.864 -1.874 -0.018
N -0.077 1.312 5.141
C -0.021 -1.240 0.361
O -2.729 2.611 -5.905
H -1.220 -4.709 -1.059
C 2.100 2.114 -2.585
C 2.391 1.069 -1.799
C -0.548 -1.021 2.730
C -2.768 -0.283 3.760
C -2.081 -4.364 -0.498
O 2.244 -2.523 -1.484
O -3.876 -5.206 -1.861
H 2.699 -1.137 -3.597
H -2.769 1.831 -7.840
N 0.445 -0.571 -0.987